1.
This record from the Open Molecules 2025 dataset describes a molecular structure, C4H10N4O. The level of theory is ωB97M-V/def2-TZVPD.

```
19
Properties=species:S:1:pos:R:3:forces:R:3
C -2.053 1.003 -0.353 0.877 0.449 -0.407
C 0.466 0.420 0.621 3.054 0.816 -0.003
C 1.565 -0.172 0.046 -1.662 1.054 0.246
C -1.381 -0.231 0.204 -1.417 -2.209 0.870
N 2.713 0.576 -0.219 0.111 0.046 -0.176
N 1.589 -1.525 -0.271 0.089 -0.590 0.082
N -1.871 -1.438 -0.305 -0.918 0.786 0.312
O 0.517 1.798 0.849 0.220 0.216 0.318
N -0.545 -0.337 1.210 -1.044 -0.314 -1.042
H 1.187 2.000 1.513 -0.175 0.068 0.112
H 3.451 0.054 -0.673 -0.019 0.104 0.380
H 3.026 1.118 0.581 0.152 -0.156 -0.442
H 1.950 -1.719 -1.199 -0.104 0.031 0.102
H 0.674 -1.942 -0.134 0.234 0.051 -0.097
H -1.875 -2.180 0.382 0.518 -0.063 0.021
H -2.771 -1.397 -0.768 0.093 0.101 -0.162
H -3.118 0.847 -0.505 -0.010 -0.288 -0.107
H -1.944 1.849 0.321 0.222 -0.167 0.040
H -1.578 1.276 -1.299 -0.221 0.065 -0.046
```
Positions in Å, forces in eV/Å.

Properties
Frontier orbital gap ... 7.5 eV
LUMO energy ... 0.81 eV
Highest occupied orbital energy ... -6.71 eV
Total charge ... 0

=====

2.
This record from the Open Molecules 2025 dataset describes a single C5H12O molecule. The level of theory is ωB97M-V/def2-TZVPD.

```
18
Properties=species:S:1:pos:R:3:forces:R:3
C -1.425 0.402 -0.634 -2.416 1.709 -1.910
O -2.005 -0.643 -1.515 1.202 0.352 1.051
C -0.558 0.072 0.518 -1.085 -2.105 1.188
C 0.878 -0.268 0.309 2.570 1.709 0.092
C 1.532 -0.709 1.634 -0.987 -1.104 0.204
C 1.651 1.029 -0.198 -1.371 -0.837 -0.361
H -2.331 0.908 -0.254 0.338 -0.103 0.367
H -1.043 1.161 -1.334 0.678 -0.166 0.340
H -2.434 -0.094 -2.182 -0.022 -0.424 -0.048
H -1.041 -0.818 0.962 0.058 -0.009 -0.037
H -0.705 0.800 1.344 0.345 0.076 -0.753
H 1.063 -1.010 -0.475 -0.462 -0.216 0.324
H 1.073 -1.650 1.962 -0.193 0.042 0.019
H 2.587 -0.973 1.617 0.189 0.505 -0.410
H 1.330 -0.009 2.450 0.191 0.211 -0.208
H 1.726 0.921 -1.279 0.475 0.214 -0.093
H 2.627 1.125 0.270 -0.022 0.188 -0.110
H 1.005 1.909 -0.063 0.511 -0.042 0.345
```
Positions in Å, forces in eV/Å.

Properties
Frontier orbital gap ... 11.0 eV
LUMO energy ... 0.96 eV
Highest occupied orbital energy ... -10.08 eV
SMILES ... CC(C)CCO
Total charge ... 0

=====

3.
This record from the Open Molecules 2025 dataset describes a molecular structure, C32H30ClEuN3O5SSe2. The level of theory is ωB97M-V/def2-TZVPD.

```
75
Properties=species:S:1:pos:R:3:forces:R:3
Eu 0.712 15.810 11.192 -0.037 -0.452 -0.370
S 2.103 17.149 15.894 -0.089 -0.643 -0.880
C 0.384 17.245 15.891 1.272 -0.028 0.943
C -0.127 16.989 14.680 -1.967 0.199 -0.777
C 0.777 16.660 13.638 1.087 -0.084 0.127
C 2.065 16.634 14.171 -0.118 1.110 -0.579
C 3.326 16.557 13.347 -1.996 -0.851 1.030
C 4.574 16.499 13.926 0.589 0.724 0.386
C 5.662 16.399 13.087 0.498 0.171 0.539
C 5.497 16.286 11.730 -0.415 -0.250 -0.521
C 4.182 16.285 11.233 1.948 0.448 0.441
N 3.144 16.411 12.012 -0.718 0.327 0.888
H -0.097 17.389 16.835 -0.366 0.319 0.224
H -1.227 17.106 14.505 0.941 -0.211 0.255
H 4.768 16.667 14.995 -0.499 -0.251 -0.493
H 6.645 16.474 13.534 0.145 -0.208 -0.166
H 6.369 16.183 11.104 -0.096 0.081 -0.344
H 4.012 16.278 10.182 -0.191 -0.238 -0.766
C 0.400 13.414 14.681 0.894 -1.101 -0.733
Se -0.757 13.291 13.043 1.897 -0.636 0.251
C -2.211 14.301 13.680 -0.680 -0.089 0.091
C -3.190 14.591 12.577 -1.148 0.806 0.231
Se -2.635 15.505 10.954 0.674 0.338 -0.131
C -2.741 17.348 11.582 -1.363 0.604 -0.540
H 1.285 14.015 14.449 -0.482 0.298 0.040
H 0.825 12.418 14.966 -0.845 0.582 -0.321
H -0.169 13.824 15.498 -0.165 0.199 0.154
H -1.876 15.185 14.164 0.456 0.852 0.188
H -2.679 13.704 14.447 -0.478 -0.193 0.199
H -4.033 15.186 12.998 0.431 -0.423 -0.350
H -3.612 13.698 12.146 -0.200 -0.537 0.146
H -3.824 17.492 11.845 1.122 0.136 -0.045
H -2.500 18.054 10.752 -0.141 -0.725 0.470
H -2.090 17.563 12.416 0.148 -0.099 0.266
O 1.683 18.559 5.488 0.511 0.533 -0.627
C 1.981 19.437 6.412 -0.113 1.088 0.742
O 2.401 20.552 6.180 0.060 -0.444 -0.426
C 1.753 19.089 7.846 -0.172 -0.153 1.250
C 2.032 19.922 8.951 -0.045 -0.644 -0.370
Cl 2.606 21.500 9.088 0.164 0.393 -0.327
N 1.745 19.266 10.105 -0.203 -1.243 -2.500
N 1.264 18.019 9.773 -0.303 0.293 2.015
C 1.232 17.910 8.477 0.222 0.817 -1.412
C 0.606 16.649 7.849 0.933 0.395 0.346
O 0.543 16.604 6.610 -0.190 -0.371 0.398
O 0.296 15.779 8.697 -0.274 -0.222 -0.117
C 1.840 19.708 11.435 0.258 -0.364 1.284
C 0.672 19.805 12.167 -0.468 0.571 1.153
C 0.678 20.152 13.536 1.312 -0.410 -0.526
C 1.940 20.338 14.134 -2.246 0.514 0.819
C 3.067 20.286 13.376 2.882 0.431 -0.117
C 3.078 19.926 12.040 -0.209 -0.216 -1.449
H 1.272 17.733 5.847 -0.393 -0.396 0.487
H -0.246 19.645 11.643 -0.531 -0.105 -0.155
H -0.202 20.266 14.168 0.030 -0.199 -0.537
H 1.949 20.603 15.207 0.303 -0.175 -0.784
H 4.041 20.604 13.808 -0.751 -0.545 -0.100
H 3.967 19.805 11.366 -0.671 0.329 1.183
C 4.090 12.416 11.959 1.102 0.463 0.576
C 3.300 13.213 10.982 0.469 -0.345 -0.372
O 2.254 13.729 11.326 -0.363 0.162 -0.386
C 3.942 13.425 9.637 0.105 -0.514 1.904
C 3.270 14.102 8.659 -0.596 1.214 -1.438
C 3.937 14.575 7.542 1.723 -0.783 -0.656
C 5.303 14.225 7.298 -2.267 -0.497 1.889
C 5.888 13.398 8.261 0.394 0.185 -0.364
C 5.277 13.057 9.466 -0.102 0.165 -1.218
H 3.559 12.289 12.892 -0.193 -0.015 0.091
H 5.025 13.004 12.162 -0.730 -0.441 -0.007
H 4.424 11.461 11.569 -0.096 -0.173 -0.111
H 2.211 14.357 8.658 0.099 -0.235 0.648
H 3.392 15.110 6.791 -0.238 0.346 -0.229
H 5.801 14.513 6.404 0.341 0.162 -0.482
H 6.853 12.975 8.056 0.488 0.098 0.036
H 5.864 12.470 10.165 -0.350 0.154 0.036
```
Positions in Å, forces in eV/Å.

Properties
Frontier orbital gap (spin up / spin down) ... 6.2 / 7.4 eV
LUMO energy (spin up / spin down) ... -0.55 / -0.55 eV
Multiplicity ... 8
Highest occupied orbital energy (spin up / spin down) ... -6.76 / -7.98 eV
Total charge ... 0

=====

4.
This record from the Open Molecules 2025 dataset describes a molecular structure, C4H19LiNO5. The level of theory is ωB97M-V/def2-TZVPD.

```
30
Properties=species:S:1:pos:R:3:forces:R:3
Li 1.222 -6.613 20.464 -0.398 -1.036 -0.381
O -0.538 -7.334 21.396 0.633 0.567 -0.106
H -1.312 -6.973 20.964 -0.416 -0.003 -0.206
H -0.880 -7.772 22.175 -0.056 -0.389 0.236
O 3.152 -7.583 20.818 -0.580 0.843 0.051
H 3.958 -7.285 20.395 0.446 -0.014 -0.293
H 3.447 -8.007 21.624 0.134 -0.296 0.474
O 2.525 -10.038 19.681 -0.305 -0.159 -0.027
H 2.995 -9.933 18.854 0.224 -0.273 -0.256
H 2.664 -9.211 20.142 0.014 -0.019 -0.087
O 0.716 -7.463 18.668 0.244 0.522 0.448
H -0.089 -7.292 18.180 -0.382 -0.038 -0.152
H 1.309 -7.853 18.025 0.232 -0.392 -0.146
C 2.598 -2.701 19.832 1.033 0.543 -0.731
C 2.309 -4.105 20.311 0.034 -0.491 1.029
C 1.970 -4.135 21.807 0.800 0.321 -1.601
O 1.628 -5.431 22.226 0.141 0.182 0.233
C 1.242 -5.421 23.577 -2.035 -0.510 1.044
N 1.130 -4.592 19.603 -0.410 0.471 0.926
H 2.533 -2.753 18.745 0.022 0.329 -0.078
H 3.608 -2.343 20.033 0.092 -0.243 0.215
H 1.927 -1.914 20.175 -0.358 -0.330 0.166
H 3.114 -4.820 20.141 0.335 0.305 -0.102
H 1.145 -3.475 22.075 -0.041 0.328 0.036
H 2.871 -3.855 22.353 0.107 0.342 0.530
H 0.555 -4.590 23.740 0.204 0.453 0.001
H 2.038 -5.323 24.315 0.676 0.018 -0.306
H 0.630 -6.287 23.831 0.568 -0.427 -0.399
H 1.210 -4.501 18.600 0.275 -0.412 -0.430
H 0.472 -3.867 19.849 -1.231 -0.193 -0.087
```
Positions in Å, forces in eV/Å.

Properties
Frontier orbital gap (spin up / spin down) ... 10.2 / 3.2 eV
LUMO energy (spin up / spin down) ... -6.31 / -13.31 eV
Multiplicity ... 2
Highest occupied orbital energy (spin up / spin down) ... -16.56 / -16.56 eV
Total charge ... +2

=====

| no. | DFT total energy (Eh) |
| --- | --- |
| 1 | -452.607258 |
| 2 | -272.909076 |
| 3 | -8149.494166 |
| 4 | -601.650671 |